[1]
Here is C3H5N3O in the gas phase from the OMol25 dataset. Energies are from wB97M-V/def2-TZVPD.

Computed properties:
SMILES string   CNc1nnco1
Energy above the lowest of the compared OMol25 structures with the same formula, charge and spin   248.5 kJ/mol
M   99.1 g/mol
Total energy   -9708.0078 eV
Gap between HOMO and LUMO   10.0 eV
HOMO level   -9.229 eV

Bonds (Å) are listed after each position.
CARTESIAN COORDINATES (ANGSTROEM)
1 N -1.416 -1.368 0.033  N4 1.464, C8 1.264
2 N 0.893 -0.886 -0.258  H3 0.987, C5 1.441, C8 1.378
3 H 1.162 -1.786 0.044  N2 0.987
4 N -2.612 -0.524 -0.012  N1 1.464, C11 1.311
5 C 1.759 0.222 0.056  N2 1.441, H6 1.151, H7 1.222, H12 1.071
6 H 1.480 1.009 -0.736  C5 1.151
7 H 1.632 0.745 1.153  C5 1.222
8 C -0.425 -0.585 0.009  N1 1.264, N2 1.378, O9 1.313
9 O -0.702 0.693 -0.110  C8 1.313, C11 1.400
10 H -2.487 1.740 -0.139  C11 1.131
11 C -2.100 0.682 -0.035  N4 1.311, O9 1.400, H10 1.131
12 H 2.816 0.058 -0.004  C5 1.071

***

[2]
Here is C3H5N3O in the gas phase from the OMol25 dataset. Energies are from wB97M-V/def2-TZVPD.

Computed properties:
SMILES string   Cc1ncnn1O
Energy above the lowest of the compared OMol25 structures with the same formula, charge and spin   295.4 kJ/mol
M   99.1 g/mol
Total energy   -9707.5224 eV
Gap between HOMO and LUMO   10.6 eV
HOMO level   -9.864 eV

Bonds (Å) are listed after each position.
CARTESIAN COORDINATES (ANGSTROEM)
1 H -2.258 -0.197 0.956  C7 1.164
2 N 1.811 0.476 0.010  C4 1.305, N9 1.389
3 N 0.569 -1.416 -0.052  C4 1.363, C10 1.344
4 C 1.798 -0.828 -0.034  N2 1.305, N3 1.363, H11 1.130
5 H 0.737 2.636 0.236  O6 0.984
6 O 0.048 2.062 -0.169  H5 0.984, N9 1.385
7 C -1.734 -0.469 -0.047  H1 1.164, H8 1.026, C10 1.505, H12 1.121
8 H -2.119 0.154 -0.766  C7 1.026
9 N 0.476 0.802 0.213  N2 1.389, O6 1.385, C10 1.367
10 C -0.242 -0.357 0.108  N3 1.344, C7 1.505, N9 1.367
11 H 2.807 -1.302 -0.219  C4 1.130
12 H -1.894 -1.562 -0.235  C7 1.121

***

[3]
Here is C3H5N3O in the gas phase from the OMol25 dataset. Energies are from wB97M-V/def2-TZVPD.

Computed properties:
SMILES string   NC1=NC(=O)NC1
Energy above the lowest of the compared OMol25 structures with the same formula, charge and spin   7.6 kJ/mol
M   99.1 g/mol
Total energy   -9710.5049 eV
Gap between HOMO and LUMO   10.2 eV
HOMO level   -9.640 eV

Bonds (Å) are listed after each position.
CARTESIAN COORDINATES (ANGSTROEM)
1 O 2.104 1.941 -0.308  C8 1.206
2 N -0.233 -1.996 -0.276  H7 1.009, C9 1.344, H12 1.006
3 N -0.169 1.519 -0.143  C5 1.446, H6 1.010, C8 1.408
4 H -0.624 0.304 1.515  C5 1.101
5 C -0.783 0.341 0.426  N3 1.446, H4 1.101, C9 1.516, H11 1.094
6 H -0.302 2.409 0.315  N3 1.010
7 H 0.428 -2.663 -0.643  N2 1.009
8 C 1.177 1.171 -0.364  O1 1.206, N3 1.408, N10 1.417
9 C 0.121 -0.701 -0.203  N2 1.344, C5 1.516, N10 1.290
10 N 1.245 -0.222 -0.617  C8 1.417, C9 1.290
11 H -1.850 0.221 0.217  C5 1.094
12 H -1.115 -2.324 0.080  N2 1.006

***

[4]
Here is C3H5N3O in the gas phase from the OMol25 dataset. Energies are from wB97M-V/def2-TZVPD.

Computed properties:
Energy above the lowest of the compared OMol25 structures with the same formula, charge and spin   599.1 kJ/mol
M   99.1 g/mol
Total energy   -9704.3744 eV
Gap between HOMO and LUMO (spin up / spin down)   8.3 / 7.5 eV
HOMO level (spin up / spin down)   -9.058 / -8.948 eV

Bonds (Å) are listed after each position.
CARTESIAN COORDINATES (ANGSTROEM)
1 C -1.215 -1.337 0.016  H3 1.089, C4 1.491, H6 1.090, H11 1.093
2 C 0.873 0.306 0.055  C4 1.648, N5 1.577, N7 1.393, N10 1.302
3 H -2.265 -1.412 -0.265  C1 1.089
4 C -0.750 0.074 -0.113  C1 1.491, C2 1.648, O9 1.195
5 N 1.254 1.755 0.547  C2 1.577, N7 1.344, H8 1.033
6 H -0.595 -1.983 -0.606  C1 1.090
7 N 0.821 0.780 1.364  C2 1.393, N5 1.344
8 H 0.601 2.555 0.504  N5 1.033
9 O -1.361 1.054 -0.421  C4 1.195
10 N 1.509 -0.370 -0.858  C2 1.302, H12 1.020
11 H -1.090 -1.649 1.056  C1 1.093
12 H 2.218 0.228 -1.281  N10 1.020

***

[5]
Here is C3H5N3O in the gas phase from the OMol25 dataset. Energies are from wB97M-V/def2-TZVPD.

Computed properties:
SMILES string   Nc1c[nH]c(O)n1
Energy above the lowest of the compared OMol25 structures with the same formula, charge and spin   172.0 kJ/mol
M   99.1 g/mol
Total energy   -9708.8015 eV
Gap between HOMO and LUMO   8.4 eV
HOMO level   -7.792 eV

Bonds (Å) are listed after each position.
CARTESIAN COORDINATES (ANGSTROEM)
1 O 1.448 0.358 2.070  C7 1.367, H8 0.978
2 N -0.369 -1.286 -1.775  H4 1.012, H11 1.011, C12 1.390
3 H -0.253 1.996 1.315  N10 1.007
4 H 0.229 -2.102 -1.731  N2 1.012
5 C -0.832 0.658 -0.295  H9 1.074, N10 1.387, C12 1.374
6 N 1.138 -0.446 -0.118  C7 1.308, C12 1.369
7 C 1.064 0.514 0.768  O1 1.367, N6 1.308, N10 1.350
8 H 0.624 -0.092 2.342  O1 0.978
9 H -1.855 0.940 -0.467  C5 1.074
10 N -0.015 1.311 0.615  H3 1.007, C5 1.387, C7 1.350
11 H -1.350 -1.527 -1.777  N2 1.011
12 C -0.057 -0.367 -0.780  N2 1.390, C5 1.374, N6 1.369

***

[6]
Here is C3H5N3O in the gas phase from the OMol25 dataset. Energies are from wB97M-V/def2-TZVPD.

Computed properties:
SMILES string   [H]/N=C1/N[C@H]1C(N)=O
Energy above the lowest of the compared OMol25 structures with the same formula, charge and spin   276.3 kJ/mol
M   99.1 g/mol
Total energy   -9707.7200 eV
Gap between HOMO and LUMO   10.2 eV
HOMO level   -9.372 eV

Bonds (Å) are listed after each position.
CARTESIAN COORDINATES (ANGSTROEM)
1 N 0.518 -1.988 0.260  C5 1.349, H6 1.007, H11 1.008
2 O 2.094 -0.348 0.499  C5 1.210
3 C -0.209 0.249 0.522  C5 1.511, H7 1.118, N9 1.435, C10 1.454
4 H 0.450 2.880 -1.202  N12 1.017
5 C 0.945 -0.725 0.461  N1 1.349, O2 1.210, C3 1.511
6 H 1.192 -2.733 0.176  N1 1.007
7 H -0.237 0.875 1.447  C3 1.118
8 H -2.241 0.251 -0.165  N9 1.012
9 N -1.282 0.030 -0.405  C3 1.435, H8 1.012, C10 1.531
10 C -0.382 1.264 -0.505  C3 1.454, N9 1.531, N12 1.231
11 H -0.433 -2.124 -0.046  N1 1.008
12 N -0.416 2.371 -1.042  H4 1.017, C10 1.231

***

[7]
Here is C3H5N3O in the gas phase from the OMol25 dataset. Energies are from wB97M-V/def2-TZVPD.

Computed properties:
SMILES string   NOc1ccn[nH]1
Energy above the lowest of the compared OMol25 structures with the same formula, charge and spin   369.0 kJ/mol
M   99.1 g/mol
Total energy   -9706.7592 eV
Gap between HOMO and LUMO   9.3 eV
HOMO level   -8.518 eV

Bonds (Å) are listed after each position.
CARTESIAN COORDINATES (ANGSTROEM)
1 N -1.614 1.510 0.022  H5 1.039, O7 1.457, H8 1.049
2 C 1.272 -1.341 0.864  H3 1.063, N10 1.342, C11 1.450
3 H 1.676 -2.018 1.578  C2 1.063
4 H 1.377 -0.166 -1.980  N6 1.029
5 H -1.172 2.437 -0.139  N1 1.039
6 N 1.008 -0.432 -1.057  H4 1.029, N10 1.320, C12 1.331
7 O -0.848 0.818 -1.005  N1 1.457, C12 1.355
8 H -2.642 1.469 -0.186  N1 1.049
9 H -0.838 -0.414 1.664  C11 1.158
10 N 1.730 -1.318 -0.397  C2 1.342, N6 1.320
11 C 0.073 -0.530 0.959  C2 1.450, H9 1.158, C12 1.386
12 C -0.023 -0.016 -0.325  N6 1.331, O7 1.355, C11 1.386

***

[8]
Here is C3H5N3O in the gas phase from the OMol25 dataset. Energies are from wB97M-V/def2-TZVPD.

Computed properties:
Energy above the lowest of the compared OMol25 structures with the same formula, charge and spin   507.1 kJ/mol
M   99.1 g/mol
Total energy   -9705.3279 eV
Gap between HOMO and LUMO   8.4 eV
HOMO level   -8.433 eV

Bonds (Å) are listed after each position.
CARTESIAN COORDINATES (ANGSTROEM)
1 C 0.469 0.148 0.065  N4 1.459, C7 1.417, C9 1.374
2 H -2.404 0.054 -0.066  N10 1.012
3 N -0.092 -1.985 0.179  C7 1.311, O11 1.401
4 N 0.826 1.563 0.069  C1 1.459, H5 1.102, H8 1.024, H12 1.024
5 H 1.862 1.224 -0.091  N4 1.102
6 H -2.421 -1.479 0.564  N10 1.016
7 C -0.589 -0.774 0.261  C1 1.417, N3 1.311, N10 1.398
8 H 0.713 2.068 0.952  N4 1.024
9 C 1.638 -0.552 -0.111  C1 1.374, O11 1.335
10 N -1.939 -0.585 0.566  H2 1.012, H6 1.016, C7 1.398
11 O 1.283 -1.837 -0.037  N3 1.401, C9 1.335
12 H 0.471 2.147 -0.693  N4 1.024

***

[9]
Here is C3H5N3O in the gas phase from the OMol25 dataset. Energies are from wB97M-V/def2-TZVPD.

Computed properties:
SMILES string   Cc1n[nH]c(=O)[nH]1
Energy above the lowest of the compared OMol25 structures with the same formula, charge and spin   85.9 kJ/mol
M   99.1 g/mol
Total energy   -9709.6940 eV
Gap between HOMO and LUMO   9.4 eV
HOMO level   -8.625 eV

Bonds (Å) are listed after each position.
CARTESIAN COORDINATES (ANGSTROEM)
1 H -2.567 -0.433 -0.616  C3 1.134
2 H -2.236 -0.452 1.036  C3 1.016
3 C -1.931 0.034 0.198  H1 1.134, H2 1.016, H4 1.164, C7 1.504
4 H -2.135 1.180 0.233  C3 1.164
5 N 0.123 -0.863 -1.037  C7 1.337, N8 1.341
6 H 0.432 1.250 1.267  N10 0.972
7 C -0.463 -0.133 -0.082  C3 1.504, N5 1.337, N10 1.387
8 N 1.445 -0.651 -0.966  N5 1.341, C9 1.418, H11 0.981
9 C 1.753 0.197 0.128  N8 1.418, N10 1.362, O12 1.216
10 N 0.530 0.522 0.631  H6 0.972, C7 1.387, C9 1.362
11 H 2.200 -1.141 -1.356  N8 0.981
12 O 2.850 0.491 0.564  C9 1.216

***

[10]
Here is C3H5N3O3 in the gas phase from the OMol25 dataset. Energies are from wB97M-V/def2-TZVPD.

Computed properties:
SMILES string   NC(=O)N/N=C/C(=O)O
Energy above the lowest of the compared OMol25 structures with the same formula, charge and spin   244.3 kJ/mol
M   131.1 g/mol
Total energy   -13803.1064 eV
Gap between HOMO and LUMO   9.6 eV
HOMO level   -9.913 eV

Bonds (Å) are listed after each position.
CARTESIAN COORDINATES (ANGSTROEM)
1 O 3.479 -0.057 0.275  C8 1.125
2 N 0.199 0.943 -0.105  C6 1.326, N7 1.375
3 H 1.035 -0.730 0.662  C6 1.069
4 N -2.792 -1.231 -0.091  C9 1.421, H11 0.999, H13 1.082
5 O 2.983 2.007 -0.232  C8 1.347, H14 0.967
6 C 1.259 0.213 0.210  N2 1.326, H3 1.069, C8 1.533
7 N -1.035 0.375 0.111  N2 1.375, C9 1.384, H12 1.044
8 C 2.697 0.722 0.055  O1 1.125, O5 1.347, C6 1.533
9 C -1.523 -0.756 -0.520  N4 1.421, N7 1.384, O10 1.251
10 O -0.934 -1.601 -1.230  C9 1.251
11 H -2.752 -2.191 -0.366  N4 0.999
12 H -1.901 0.865 0.426  N7 1.044
13 H -2.904 -1.114 0.979  N4 1.082
14 H 2.188 2.555 -0.176  O5 0.967

***

[11]
Here is C3H5N3OS in the gas phase from the OMol25 dataset. Energies are from wB97M-V/def2-TZVPD.

Computed properties:
SMILES string   On1cc[nH]/c1=N\S
Energy above the lowest of the compared OMol25 structures with the same formula, charge and spin   406.1 kJ/mol
M   131.2 g/mol
Total energy   -20541.4499 eV
Gap between HOMO and LUMO   8.6 eV
HOMO level   -7.751 eV

Bonds (Å) are listed after each position.
CARTESIAN COORDINATES (ANGSTROEM)
1 N -0.552 0.731 -0.757  C4 1.394, C7 1.408, H12 1.071
2 H 1.742 1.701 1.328  C13 1.065
3 H 0.166 2.747 -1.062  C7 1.202
4 C -0.228 -0.385 0.013  N1 1.394, N6 1.335, N10 1.331
5 H -2.513 -2.417 -1.010  S8 1.340
6 N 0.701 0.130 0.822  C4 1.335, O9 1.318, C13 1.277
7 C 0.429 1.712 -0.511  N1 1.408, H3 1.202, C13 1.330
8 S -1.241 -2.269 -1.406  H5 1.340, N10 1.751
9 O 1.090 -0.546 1.885  N6 1.318, H11 1.021
10 N -0.488 -1.689 0.065  C4 1.331, S8 1.751
11 H 0.750 -1.501 1.766  O9 1.021
12 H -0.925 0.457 -1.724  N1 1.071
13 C 1.070 1.330 0.589  H2 1.065, N6 1.277, C7 1.330

***

[12]
Here is 3 unconnected molecules or ions with the total composition C3H5N3OS from the OMol25 dataset. Energies are from wB97M-V/def2-TZVPD.

Computed properties:
Energy above the lowest of the compared OMol25 structures with the same formula, charge and spin   796.5 kJ/mol
M   131.2 g/mol
Total energy   -20537.4041 eV
Gap between HOMO and LUMO   7.3 eV
HOMO level   -8.766 eV

Bonds (Å) are listed after each position.
CARTESIAN COORDINATES (ANGSTROEM)
1 H 0.508 -1.361 0.888  C3 1.236
2 H 3.118 -0.585 -0.641  N6 1.151
3 C 1.532 -0.965 0.321  H1 1.236, N6 1.283, N12 1.571
4 O -0.368 2.216 -0.039  C7 1.244
5 S -3.539 -0.837 -0.233  C10 1.803
6 N 2.737 -1.359 0.121  H2 1.151, C3 1.283
7 C -0.072 1.018 -0.197  O4 1.244, N11 1.466, N12 1.435
8 H -1.079 -0.823 -1.386  no bonds
9 H -2.405 1.137 2.018  no bonds
10 C -2.390 0.312 0.548  S5 1.803, N11 1.483
11 N -1.161 0.038 -0.236  C7 1.466, C10 1.483
12 N 1.154 0.330 -0.485  C3 1.571, C7 1.435, H13 1.000
13 H 1.965 0.880 -0.679  N12 1.000